[1]
Below is a structure of composition C7H7AlO6, with properties calculated with ωB97M-V with the def2-TZVPD basis set.

Computed properties:
F_max: 7.5 eV Å⁻¹
Energy: -26232.7602 eV
Kohn-Sham gap: 7.8 eV
Net charge: +2
E_LUMO: -10.2 eV

Geometry as XYZ:
```
21
Properties=species:S:1:pos:R:3:nbo_charge:R:1
O -0.92875 3.85488 4.15111 -0.448
C -1.01620 3.18061 3.23543 0.453
Al 0.08593 -0.27958 -0.20321 1.296
O -2.92413 -1.19154 0.24191 -0.298
C -1.80462 -0.85033 0.09116 0.219
C 0.44089 -1.37807 -1.91066 0.500
O 0.79322 -1.81679 -2.92281 -0.239
C 2.43648 0.47920 -1.69065 0.492
O 3.35727 0.28758 -2.39838 -0.342
C -0.34491 1.45838 -1.54801 0.546
O -0.83697 2.24932 -2.26782 -0.253
H -1.14777 0.22772 0.97741 -0.138
C 0.35372 -3.34050 2.40100 -0.663
C 0.75414 -1.85096 2.42783 -0.066
O 1.28399 -1.33723 1.11452 -0.811
H -0.58490 -3.48957 1.83657 0.230
H 0.15604 -3.56869 3.46840 0.284
H 1.17170 -4.00178 2.05205 0.244
H -0.09132 -1.16679 2.62469 0.211
H 1.56930 -1.61191 3.13654 0.239
H 2.00163 -1.92991 0.83860 0.545
```


[2]
Below is the molecule C4H6INS, with properties calculated with ωB97M-V with the def2-TZVPD basis set.

Computed properties:
F_max: 4.6 eV Å⁻¹
Energy: -24668.3015 eV
Kohn-Sham gap (spin up / spin down): 8.0 / 8.0 eV
SMILES: C=[N+]([S-])C/C=C/I
E_LUMO (spin up / spin down): -0.1 / -0.1 eV

Geometry as XYZ:
```
13
Properties=species:S:1:pos:R:3:nbo_charge:R:1
C 0.95338 -0.64171 0.12274 -0.213
C 1.96974 0.06681 0.59020 -0.393
C -0.39562 -0.47493 0.67414 -0.268
C -1.26908 1.01068 -0.91608 -0.098
N -1.45002 -0.13052 -0.32414 -0.394
S -2.63588 -1.22645 -0.58079 -0.129
I 3.88728 -0.02745 -0.17664 0.198
H 0.97200 -1.29685 -0.73491 0.219
H -0.68268 -1.42307 1.17889 0.256
H -0.30431 0.33384 1.41053 0.204
H -0.45975 1.61739 -0.73585 0.188
H -2.06171 1.33367 -1.70988 0.214
H 1.47662 0.85857 1.20178 0.218
```